No. 1
{
  "formula": "C5H6CoO4",
  "method": "wB97M-V/def2-TZVPD",
  "symbols": ["O", "C", "C", "O", "Co", "H", "H", "C", "C", "O", "C", "O", "H", "H", "H", "H"],
  "coordinates": [[-1.809, 0.180, -0.916], [-2.016, -0.784, -1.736], [-1.919, -2.148, -1.347], [-1.568, -2.482, -0.169], [-1.377, -0.956, 0.986], [-2.464, -0.542, -2.706], [-2.349, -2.904, -2.016], [3.253, 0.681, 0.645], [2.010, 0.941, 1.028], [0.956, 0.483, 0.244], [-0.307, 0.740, 0.565], [-0.464, 1.975, 1.004], [3.469, 0.169, -0.293], [1.745, 1.435, 1.962], [4.077, 1.160, 1.172], [-1.236, 2.051, 1.577]],
  "forces_ev_per_angstrom": [[-0.4, -1.3, 0.0], [-0.6, 0.2, -0.2], [-0.9, 0.3, -0.8], [0.3, 0.2, 0.7], [0.1, 1.0, -1.7], [0.4, -0.1, 0.0], [0.5, 0.0, 0.2], [-0.4, 0.7, -0.3], [1.5, 0.5, 0.2], [-2.1, -0.5, -0.6], [2.1, 0.1, 3.4], [0.4, -1.0, -0.7], [-0.1, 0.1, 0.3], [-0.1, 0.0, -0.4], [-0.2, -0.5, 0.1], [-0.4, 0.2, -0.3]],
  "total_charge": 1,
  "spin_multiplicity": 5,
  "s_squared": 6.015,
  "homo_ev": [-12.36, -13.40],
  "e_above_lowest_kcal_mol": 6.9,
  "lumo_ev": [-5.079, -5.950]
}

No. 2
{
  "formula": "CH2ClO4P",
  "method": "wB97M-V/def2-TZVPD",
  "symbols": ["C", "O", "O", "O", "O", "P", "Cl", "H", "H"],
  "coordinates": [[0.000, 0.247, -0.083], [-0.140, 1.595, -0.092], [0.928, 2.278, 0.635], [2.048, 2.354, -0.080], [2.914, 1.247, 0.172], [2.541, -0.060, -0.833], [3.179, -1.428, 0.444], [0.016, -0.253, 0.878], [-0.552, -0.196, -0.897]],
  "forces_ev_per_angstrom": [[3.0, -0.5, -0.6], [-0.3, 0.5, -0.6], [-0.2, -0.4, 1.2], [-0.2, 0.5, -1.3], [0.5, -0.4, 0.6], [-2.8, 1.2, -0.1], [0.3, -0.9, 0.8], [0.0, 0.0, 0.1], [-0.1, 0.0, 0.0]],
  "total_charge": 0,
  "homo_ev": [-8.21, -8.32],
  "e_above_lowest_kcal_mol": 252.7,
  "lumo_ev": [-0.635, -0.725]
}